Entry from the Open Molecules 2025 dataset: one molecule with the formula C10H18N2O5 in a non-equilibrium geometry (ωB97M-V with the def2-TZVPD basis set).

The calculation puts the HOMO energy at -0.345 hartree. The calculation puts the lowest unoccupied orbital energy at 0.008 Eh. The relative energy (zero: lowest compared OMol25 entry of this formula, charge and spin) is 65.0 kcal/mol. As for the SMILES: CC(C)C[C@H](N)C(=O)N[C@@H](CC(=O)O)C(=O)O. The total energy is -23878.97044 eV.

The geometry in XYZ format:
```
35
Properties=species:S:1:pos:R:3:nbo_charge:R:1
C -1.65 -1.61 -2.78 0.761
O -0.66 2.05 -1.19 -0.650
O 1.60 -0.43 -2.05 -0.604
H 1.74 -1.80 2.04 0.213
C -0.37 0.22 1.76 -0.390
H 1.19 1.32 4.08 0.223
C -0.41 1.09 -0.51 0.686
H -2.00 0.48 -2.72 0.208
C 0.32 0.66 4.13 -0.618
H 0.21 1.13 -3.27 0.280
C -0.12 0.10 -3.51 -0.515
H 2.55 -0.31 2.31 0.212
H -3.28 -0.98 -3.52 0.498
N 0.22 2.65 1.34 -0.826
H 2.22 -1.38 3.58 0.212
C -1.21 -0.27 -2.54 -0.149
H -0.33 -1.17 3.22 0.195
H -0.66 -0.62 1.14 0.188
H -0.67 1.06 4.20 0.207
C 1.79 -0.98 2.73 -0.618
H 0.50 0.21 5.18 0.202
H 1.37 0.99 0.59 0.234
H -0.42 -0.10 -4.56 0.230
N -0.68 -0.09 -1.13 -0.604
H -0.64 2.67 2.00 0.343
O -0.89 -2.49 -2.42 -0.566
H -0.11 3.17 0.47 0.389
C 1.11 -0.70 -3.12 0.799
C 0.38 -0.39 3.01 -0.203
C 0.31 1.22 0.86 -0.137
O -2.80 -1.79 -3.39 -0.637
H 2.21 -2.16 -3.51 0.505
H -1.36 0.59 2.01 0.203
O 1.63 -1.54 -3.96 -0.667
H -1.08 -0.82 -0.50 0.396
```


Entry from the Open Molecules 2025 dataset: a 2-piece molecular cluster, C5H13N3 overall in a non-equilibrium geometry (ωB97M-V with the def2-TZVPD basis set).

The calculation puts the HOMO energy at -0.542 hartree. As for the total charge: +2. The calculation puts the lowest unoccupied orbital energy at -0.392 Eh. The relative energy (zero: lowest compared OMol25 entry of this formula, charge and spin) is 65.1 kcal/mol. The total energy is -9845.57922 eV.

The geometry in XYZ format:
```
21
Properties=species:S:1:pos:R:3:nbo_charge:R:1
H -2.23 2.37 0.01 0.428
H 1.47 -1.72 0.43 0.161
H 2.02 0.68 0.15 0.147
C -1.23 0.74 -0.52 0.457
H -0.66 2.82 -0.26 0.499
H -2.27 -0.55 -1.57 0.500
H -2.79 -0.07 1.37 0.255
H -4.85 -1.09 1.26 0.484
H 4.61 0.84 -0.92 0.222
H -0.35 0.37 -1.00 0.276
N -2.30 -0.10 -0.60 -0.585
C 2.76 -0.16 0.14 -0.158
N -1.37 2.04 -0.28 -0.563
C -3.14 -0.31 0.40 0.407
H -4.47 -1.65 -0.39 0.459
C 4.17 0.21 0.09 -0.657
H 4.82 -0.61 -0.01 0.235
C 2.43 -1.44 0.13 -0.407
H 4.48 0.89 0.88 0.238
N -4.26 -1.04 0.41 -0.622
H 3.15 -2.22 0.28 0.224
```


Entry from the Open Molecules 2025 dataset: a 12-piece molecular cluster, C13H46F3O14S overall in a non-equilibrium geometry (ωB97M-V with the def2-TZVPD basis set).

The calculation puts the HOMO energy at -0.248 hartree. As for the total charge: -1. The calculation puts the lowest unoccupied orbital energy at 0.091 Eh. The relative energy (zero: lowest compared OMol25 entry of this formula, charge and spin) is 3.6 kcal/mol. The total energy is -61882.80942 eV.

The geometry in XYZ format:
```
77
Properties=species:S:1:pos:R:3:mulliken_charge:R:1
H -1.74 3.12 -3.61 0.390
H -0.44 0.34 -6.30 0.367
H -3.22 3.99 3.03 0.497
H -1.50 0.95 4.01 0.072
H 2.60 -1.17 4.63 0.411
H 0.68 -3.83 0.72 0.295
O 0.35 -4.68 -2.26 -0.515
H -2.84 1.82 4.69 0.387
C -2.36 2.51 -2.95 -1.319
H -2.47 3.87 -1.32 0.272
H 1.18 -0.12 -6.73 0.366
H -0.05 3.52 -1.97 0.423
F 0.11 0.43 1.51 -0.123
H 2.58 1.58 -1.50 0.272
H 3.56 0.14 6.26 0.354
H 0.93 -2.25 -5.51 0.458
C 2.00 0.78 5.38 0.589
H 1.57 -1.30 5.99 0.383
H 3.39 0.90 3.71 0.346
H -2.10 4.47 4.73 0.352
H 3.92 -2.03 0.89 0.294
H -2.44 1.10 -0.79 0.401
H -0.72 -1.86 -4.90 0.278
H 0.38 -5.32 -2.98 0.240
O 3.63 -2.52 1.66 -0.621
H -1.36 1.89 5.56 0.368
O -2.74 2.00 -0.64 -0.588
H 1.24 1.47 5.74 0.122
C -2.30 3.63 2.58 -1.156
O 2.50 0.73 -1.93 -0.700
O -2.71 -2.06 -3.08 -0.755
O 0.92 -1.23 -0.98 0.034
H 0.19 0.17 -3.82 -0.304
H 2.02 0.17 -3.38 0.492
H 1.85 -3.59 -2.22 0.467
H 2.99 -3.14 1.32 0.333
H 1.08 -4.94 -0.22 0.347
C -0.61 2.98 -1.21 -0.684
H 1.80 1.66 3.46 0.011
H 0.77 -0.73 4.51 0.163
O 2.95 0.87 6.40 -0.606
H -0.45 3.49 -0.26 0.203
H -3.57 -1.71 -2.86 0.304
H -2.09 1.49 -3.23 0.098
C 0.73 -0.33 -4.63 1.481
H 1.96 -2.09 -2.06 0.190
H -3.19 -3.59 -1.81 0.378
O 2.46 -2.86 -2.31 -0.706
F -1.55 -0.97 1.88 -0.198
O -2.93 -4.15 -1.08 -0.741
O -0.86 -2.84 -0.47 -0.549
C 0.60 0.40 -5.96 -1.722
C -2.05 2.90 -1.55 0.622
H -0.35 2.92 3.27 -0.072
H 0.63 -2.35 -3.80 -0.058
C -1.76 1.86 4.54 -1.136
S -0.44 -1.42 -0.45 0.405
C -1.34 3.11 3.69 0.844
O -1.49 -0.58 -1.07 -0.596
C 2.59 1.47 4.18 -0.942
F 0.47 -1.71 2.00 -0.197
H 2.11 0.16 -1.26 0.253
C 0.35 -1.80 -4.70 -0.935
H -2.09 -3.80 -0.78 0.404
C -0.33 -0.83 1.39 0.423
H 0.87 1.45 -5.90 0.368
H -2.53 2.82 1.90 0.149
O 2.04 -0.16 -4.28 -0.620
H -2.10 -1.57 -2.54 0.337
C 1.71 -0.73 5.07 -1.194
H -1.89 4.48 2.03 0.308
H -0.18 1.97 -1.26 -0.134
H -3.35 2.73 -3.34 0.324
O -1.20 4.21 4.54 -0.602
H 2.91 2.50 4.36 0.348
O 1.22 -4.62 0.67 -0.717
H -0.47 -4.21 -2.39 0.266
```


Entry from the Open Molecules 2025 dataset: C6H10O as an isolated structure in a non-equilibrium geometry (ωB97M-V with the def2-TZVPD basis set).

The calculation puts the HOMO energy at -0.319 hartree. The calculation puts the lowest unoccupied orbital energy at 0.038 Eh. The relative energy (zero: lowest compared OMol25 entry of this formula, charge and spin) is 45.6 kcal/mol. The total energy is -8429.26426 eV.

The geometry in XYZ format:
```
17
Properties=species:S:1:pos:R:3:nbo_charge:R:1
C 0.94 -1.10 0.24 0.114
H -2.15 -0.92 -0.56 0.213
C -2.12 -0.28 0.32 -0.638
H 1.97 -1.35 0.47 0.184
C 0.56 -0.83 -1.17 -0.445
C 1.30 1.54 -0.16 -0.602
H 2.34 1.24 -0.34 0.215
O -0.08 -1.41 1.14 -0.541
H 1.41 -0.76 -1.83 0.222
H -0.66 0.69 1.60 0.193
C 0.45 0.29 -0.20 -0.130
C -0.70 0.01 0.74 0.131
H 1.27 2.00 0.84 0.212
H 1.05 2.31 -0.89 0.210
H -0.33 -1.28 -1.61 0.215
H -2.57 -0.82 1.16 0.230
H -2.71 0.63 0.13 0.215
```


Entry from the Open Molecules 2025 dataset: one molecule with the formula H2N4O3 in a non-equilibrium geometry (ωB97M-V with the def2-TZVPD basis set).

The calculation puts the HOMO energy (spin up / spin down) at -0.361 / -0.361 hartree. The calculation puts the lowest unoccupied orbital energy (spin up / spin down) at -0.042 / -0.042 Eh. The relative energy (zero: lowest compared OMol25 entry of this formula, charge and spin) is 46.1 kcal/mol. As for the SMILES: NN(N=O)[N+](=O)[O-]. The total energy is -12128.02657 eV.

The geometry in XYZ format:
```
9
Properties=species:S:1:pos:R:3:nbo_charge:R:1
N -0.33 0.26 -0.13 -0.631
N -1.41 -0.50 -0.29 -0.114
N -1.48 -1.72 0.88 0.316
H 0.57 -0.25 -0.33 0.364
N -1.52 -1.18 -1.55 0.619
O -0.64 -0.94 -2.34 -0.366
H -0.31 0.82 0.67 0.391
O -2.49 -1.88 -1.62 -0.346
O -0.52 -1.62 1.58 -0.233
```


Entry from the Open Molecules 2025 dataset: C17H21GeI2N2OPt as an isolated structure in a non-equilibrium geometry (ωB97M-V with the def2-TZVPD basis set).

The calculation puts the HOMO energy (spin up / spin down) at -0.377 / -0.377 hartree. As for the total charge: +1. The calculation puts the lowest unoccupied orbital energy (spin up / spin down) at -0.190 / -0.190 Eh. The relative energy (zero: lowest compared OMol25 entry of this formula, charge and spin) is 12.6 kcal/mol. The total energy is -98952.45046 eV.

The geometry in XYZ format:
```
45
Properties=species:S:1:pos:R:3:nbo_charge:R:1
H -1.60 -2.74 -1.97 0.208
C -1.57 5.08 1.54 -1.069
C -0.17 2.43 0.51 -0.434
H -3.40 4.14 -1.32 0.253
H -0.82 5.66 1.00 0.242
H 0.63 2.68 1.21 0.183
H -1.21 4.88 2.55 0.245
C 0.74 -1.39 -2.32 -0.269
C 0.85 -3.69 2.03 -0.242
N 1.84 0.23 -0.91 -0.488
C 2.88 0.70 -0.21 0.069
H -2.49 5.67 1.60 0.254
C 0.53 -2.35 2.04 -0.247
C 4.03 -0.04 -0.02 -0.235
H 3.02 -2.80 -1.71 0.245
O -0.76 -0.56 1.14 -0.784
C -0.31 -1.78 1.03 0.373
Pt -0.29 0.88 -0.49 1.070
C -0.66 -2.61 -0.07 -0.161
C 3.00 -1.80 -1.28 -0.227
H -4.18 2.82 1.50 0.251
H -2.44 2.72 -1.77 0.222
H 0.72 -2.47 -2.41 0.233
C -3.22 2.29 1.48 -1.062
H 4.97 -1.93 -0.43 0.244
C 1.90 -0.99 -1.44 0.223
H -1.69 4.33 -1.77 0.243
C -2.41 3.68 -1.26 -1.074
H 0.91 -0.98 -3.31 0.237
C 0.41 -4.49 0.99 -0.194
I 1.23 -1.08 3.51 0.176
I 0.87 -6.51 0.96 0.186
H -0.63 -4.58 -0.90 0.227
H -2.33 -1.55 -0.89 0.230
N -0.56 -0.89 -1.81 -0.661
C -0.32 -3.94 -0.07 -0.218
C 4.08 -1.32 -0.56 -0.109
H 1.46 -4.11 2.83 0.245
H -3.34 1.36 0.92 0.240
H -2.92 2.05 2.50 0.253
H 2.78 1.69 0.20 0.215
H 4.86 0.37 0.53 0.249
Ge -1.91 3.42 0.60 1.486
C -1.39 -1.98 -1.21 -0.233
H -1.08 -0.48 -2.57 0.405
```


- What is the relative energy (zero: lowest compared OMol25 entry of this formula, charge and spin) in the third record?
  3.6 kcal/mol


- Which value of relative energy (zero: lowest compared OMol25 entry of this formula, charge and spin) does entry 5 give?
  46.1 kcal/mol


What did the second record say?
Entry from the Open Molecules 2025 dataset: a 2-piece molecular cluster, C5H13N3 overall in a non-equilibrium geometry (ωB97M-V with the def2-TZVPD basis set).

The calculation puts the HOMO energy at -0.542 hartree. As for the total charge: +2. The calculation puts the lowest unoccupied orbital energy at -0.392 Eh. The relative energy (zero: lowest compared OMol25 entry of this formula, charge and spin) is 65.1 kcal/mol. The total energy is -9845.57922 eV.

The geometry in XYZ format:
```
21
Properties=species:S:1:pos:R:3:nbo_charge:R:1
H -2.23 2.37 0.01 0.428
H 1.47 -1.72 0.43 0.161
H 2.02 0.68 0.15 0.147
C -1.23 0.74 -0.52 0.457
H -0.66 2.82 -0.26 0.499
H -2.27 -0.55 -1.57 0.500
H -2.79 -0.07 1.37 0.255
H -4.85 -1.09 1.26 0.484
H 4.61 0.84 -0.92 0.222
H -0.35 0.37 -1.00 0.276
N -2.30 -0.10 -0.60 -0.585
C 2.76 -0.16 0.14 -0.158
N -1.37 2.04 -0.28 -0.563
C -3.14 -0.31 0.40 0.407
H -4.47 -1.65 -0.39 0.459
C 4.17 0.21 0.09 -0.657
H 4.82 -0.61 -0.01 0.235
C 2.43 -1.44 0.13 -0.407
H 4.48 0.89 0.88 0.238
N -4.26 -1.04 0.41 -0.622
H 3.15 -2.22 0.28 0.224
```